No. 1
{
  "formula": "C57H51NO2P3SSiZr",
  "method": "ωB97M-V/def2-TZVPD",
  "symbols": ["Zr", "C", "C", "C", "C", "C", "C", "P", "C", "C", "C", "C", "C", "C", "C", "C", "C", "C", "C", "C", "Si", "C", "C", "C", "C", "C", "C", "P", "C", "C", "C", "C", "C", "C", "C", "C", "C", "C", "C", "C", "C", "C", "C", "C", "C", "C", "P", "C", "C", "C", "C", "C", "C", "C", "C", "C", "C", "C", "C", "H", "H", "H", "H", "H", "H", "H", "H", "H", "H", "H", "H", "H", "H", "H", "H", "H", "H", "H", "H", "H", "H", "H", "H", "H", "H", "H", "H", "H", "H", "H", "H", "H", "H", "H", "H", "H", "H", "H", "H", "H", "H", "S", "O", "H", "H", "C", "N", "C", "C", "O", "H", "H", "H", "H", "H", "H", "H"],
  "coordinates": [[12.259172, 14.039061, 11.594677], [9.646518, 8.390848, 13.456567], [10.327288, 8.530239, 12.238567], [11.252944, 9.587499, 12.061790], [11.807122, 10.234448, 13.233532], [11.047752, 10.129298, 14.388778], [10.103373, 9.110787, 14.512790], [13.050942, 11.586022, 13.087213], [14.514496, 10.776203, 12.383951], [14.369889, 9.459201, 11.941006], [15.498632, 8.706117, 11.559194], [16.766748, 9.224956, 11.835001], [16.902013, 10.607104, 12.148840], [15.781168, 11.370182, 12.417638], [13.651936, 11.961066, 14.790055], [14.109393, 10.814423, 15.413614], [14.756993, 10.904688, 16.638305], [15.105289, 12.163307, 17.151066], [14.614211, 13.251668, 16.553770], [13.739021, 13.241123, 15.392909], [12.545847, 14.517615, 14.923182], [10.940729, 13.666599, 14.763128], [10.676581, 12.825935, 15.920207], [9.441378, 12.868106, 16.563743], [8.373706, 13.668961, 16.048546], [8.581582, 14.261818, 14.810744], [9.784299, 14.163406, 14.095885], [9.768835, 13.952621, 12.269417], [9.243027, 15.525927, 11.534278], [8.903522, 16.500874, 12.442708], [8.080590, 17.573052, 12.019487], [7.637747, 17.662356, 10.686870], [8.025299, 16.715313, 9.728025], [8.828883, 15.642745, 10.160321], [8.295028, 12.925274, 11.843125], [8.414870, 11.522939, 11.951400], [7.354248, 10.698545, 11.481855], [6.246555, 11.291086, 10.889641], [6.067548, 12.678956, 11.035585], [7.070187, 13.498616, 11.429546], [12.576604, 15.697952, 16.335517], [11.964747, 15.256236, 17.531914], [11.565942, 16.107246, 18.522612], [11.861432, 17.463466, 18.470093], [12.667758, 17.876520, 17.416111], [13.104539, 17.009257, 16.358323], [14.534036, 17.578252, 15.327057], [15.795687, 17.565361, 16.630000], [16.902668, 16.719448, 16.459172], [17.958703, 16.697079, 17.312677], [17.938410, 17.528362, 18.467363], [16.900922, 18.460301, 18.589258], [15.830658, 18.528839, 17.613607], [14.265520, 19.325104, 14.946029], [12.978607, 19.919935, 14.984839], [12.984687, 21.246576, 14.600651], [14.075405, 21.934097, 14.048667], [15.321514, 21.273580, 13.873263], [15.319281, 19.947648, 14.331987], [8.816004, 7.680550, 13.563579], [9.922440, 7.987099, 11.425154], [11.683774, 9.885767, 11.108221], [11.308847, 10.686042, 15.289238], [9.729262, 9.062601, 15.549571], [13.388199, 9.009199, 11.918651], [15.374615, 7.641904, 11.165139], [17.649690, 8.590839, 11.664614], [17.858211, 11.027948, 12.243027], [15.796370, 12.414223, 12.719916], [13.886598, 9.868755, 14.935741], [15.131851, 9.988270, 17.153071], [15.794497, 12.336598, 18.006906], [14.993867, 14.198715, 16.918485], [11.429414, 12.263851, 16.438323], [9.368746, 12.245628, 17.467876], [7.440165, 13.590826, 16.538979], [7.745487, 14.711286, 14.290558], [9.292505, 16.547785, 13.476899], [7.804762, 18.396408, 12.721684], [7.015291, 18.490991, 10.406479], [7.639267, 16.783392, 8.722120], [9.245688, 15.014856, 9.390376], [9.287793, 11.112583, 12.460857], [7.263073, 9.593925, 11.617154], [5.484511, 10.619218, 10.560964], [5.130624, 13.195282, 10.783321], [6.889989, 14.590144, 11.535558], [11.834486, 14.214085, 17.745806], [11.085649, 15.716559, 19.455343], [11.543074, 18.235303, 19.163750], [12.955653, 18.931246, 17.281690], [16.806746, 15.981117, 15.686159], [18.792021, 16.005553, 17.096593], [18.713911, 17.687150, 19.211321], [16.876422, 19.176819, 19.413417], [15.150146, 19.378353, 17.627668], [12.119034, 19.415004, 15.252937], [12.112778, 21.866514, 14.953867], [14.031654, 22.983122, 13.727338], [16.143404, 21.703255, 13.321830], [16.290182, 19.483609, 14.385826], [13.039566, 15.572518, 13.106066], [11.654633, 15.414247, 9.931488], [12.192099, 15.741512, 9.170131], [10.760293, 15.975756, 9.933378], [13.932092, 13.068867, 6.564262], [14.033084, 13.672727, 7.899934], [14.669115, 15.009623, 7.906882], [13.674059, 13.083056, 9.002520], [13.672670, 13.820955, 10.131103], [14.878384, 13.100276, 5.973048], [13.244830, 13.810236, 6.007982], [13.477357, 12.059377, 6.571057], [14.017879, 15.916664, 7.754654], [15.513876, 14.999071, 7.120964], [15.230222, 15.141271, 8.808056], [13.208263, 12.092550, 8.995300]],
  "forces_ev_per_angstrom": [[-0.2, -2.6, -0.7], [0.4, -1.2, -0.5], [-0.3, 2.2, 0.1], [0.8, -0.9, 1.6], [-1.7, 0.9, -1.3], [1.4, -1.2, 0.4], [-0.5, 1.7, 2.1], [-0.9, 1.8, -0.9], [-0.1, -1.3, 0.1], [0.9, -0.1, -0.4], [-0.1, -0.9, 0.5], [-0.1, 0.6, -1.0], [-1.2, -1.5, 0.1], [-0.7, 0.0, 0.0], [-0.5, 0.4, -0.2], [0.3, -0.1, 1.1], [0.9, -1.1, 0.5], [0.9, -1.7, 0.9], [-1.4, 2.6, -2.1], [2.0, -2.7, 0.7], [1.3, 0.8, -1.6], [-1.4, -1.5, 1.8], [-0.9, 2.2, -0.5], [-0.7, 0.1, -0.6], [2.5, -1.5, 0.3], [-0.2, -0.5, -0.6], [-0.6, -0.4, 0.9], [0.4, 0.2, -0.3], [-1.1, -0.4, -0.5], [-0.8, 2.4, 0.1], [0.3, 0.4, -0.2], [0.3, -0.4, 0.6], [0.4, -0.3, 1.6], [0.2, 1.2, 0.4], [0.2, -0.6, 0.3], [-0.8, 0.2, -0.1], [0.3, 0.0, 0.2], [0.4, 0.6, 1.5], [-1.5, -0.3, -1.4], [1.4, 0.8, 1.2], [0.3, 0.9, 0.9], [0.0, 0.1, -0.4], [-0.4, 0.2, 2.2], [0.6, 0.7, -1.3], [0.3, 0.0, -1.0], [-1.1, 0.7, 1.1], [-0.3, -1.5, -0.7], [0.4, 1.0, -0.3], [-1.4, -0.5, 0.0], [1.3, -0.1, 1.6], [-0.8, 1.2, -0.8], [-1.3, 0.0, -1.2], [2.0, -0.1, 1.6], [-2.0, -0.8, 0.0], [3.7, 1.2, -1.1], [-1.4, 2.0, 0.8], [1.4, -0.2, -0.4], [-2.8, -0.7, 0.3], [1.9, 1.5, 0.3], [0.6, 0.2, -0.1], [0.0, -0.4, -1.0], [-0.3, -0.5, -0.1], [0.0, -0.4, -0.5], [-0.4, -0.4, -0.8], [0.3, -0.1, -0.1], [0.2, 1.6, 0.7], [-0.4, 0.5, 0.1], [1.2, 0.5, 0.1], [0.5, 0.0, -0.1], [0.3, -0.2, 0.2], [-0.5, 0.8, -0.5], [-0.7, -0.6, -0.6], [-0.6, 0.3, 0.1], [0.7, 0.2, 0.0], [-0.5, 0.4, -0.4], [-0.9, 0.5, 0.3], [-0.2, -0.1, 0.0], [-0.4, -0.5, -0.7], [0.3, -0.9, -0.6], [-0.2, 0.2, -0.1], [0.3, 0.0, -0.2], [-0.4, -0.9, 0.1], [-0.2, 0.0, -0.3], [0.8, 1.0, -0.2], [-0.6, 0.1, -0.4], [0.2, -0.7, -0.1], [0.2, -1.0, -0.3], [-0.4, -0.4, -0.4], [0.4, 0.2, -1.1], [-0.1, -0.5, 0.2], [-0.1, -0.6, 0.6], [0.3, -0.1, -0.5], [-0.5, 0.5, 0.4], [0.2, -0.8, -0.3], [0.2, -0.2, -0.2], [-0.1, -0.4, 0.2], [-1.5, -0.8, 0.9], [0.6, -0.7, -1.1], [-0.4, -0.5, 0.4], [0.1, 0.1, 0.3], [0.2, -0.5, -0.3], [0.5, 1.6, 1.6], [-1.9, 2.3, -1.0], [-0.3, -0.3, 0.9], [2.5, -1.6, 0.1], [-1.2, 1.4, -1.0], [1.5, 0.9, -2.2], [1.3, -0.1, -1.3], [-1.0, 2.2, 4.3], [0.9, -2.8, -3.7], [-0.5, -0.3, 0.9], [0.7, -1.4, 0.5], [0.3, 0.7, 0.1], [0.2, -1.2, 0.0], [-1.7, 0.1, 0.8], [-0.1, 0.1, 0.8], [0.3, 0.1, -0.1]],
  "lowdin_charge": [0.80, -0.09, -0.07, -0.11, -0.35, -0.11, -0.08, 1.03, -0.38, -0.10, -0.07, -0.07, -0.06, -0.09, -0.38, -0.11, -0.04, -0.09, -0.08, -0.23, 0.26, -0.30, -0.13, -0.05, -0.03, -0.08, -0.37, 0.96, -0.42, -0.10, -0.05, -0.07, -0.06, -0.14, -0.31, -0.06, -0.07, -0.07, -0.08, -0.10, -0.26, -0.10, -0.09, -0.06, -0.10, -0.34, 1.04, -0.39, -0.14, -0.09, -0.07, -0.06, -0.07, -0.39, -0.08, -0.10, -0.08, -0.05, -0.13, 0.12, 0.09, 0.10, 0.08, 0.12, 0.07, 0.13, 0.11, 0.09, 0.11, 0.11, 0.12, 0.13, 0.10, 0.09, 0.12, 0.09, 0.11, 0.12, 0.12, 0.10, 0.11, 0.10, 0.07, 0.12, 0.10, 0.12, 0.12, 0.09, 0.12, 0.11, 0.09, 0.09, 0.11, 0.10, 0.10, 0.10, 0.08, 0.12, 0.10, 0.10, 0.10, 0.30, -0.24, 0.08, 0.10, -0.04, -0.20, -0.03, -0.21, -0.35, 0.10, 0.12, 0.10, 0.10, 0.12, 0.08, 0.13],
  "molar_mass_g_mol": 1026.34,
  "total_charge": 1,
  "orbital_gap_ha": [0.1669, 0.1658],
  "lumo_energy_ev": [-2.342, -2.339],
  "homo_energy_ev": [-6.884, -6.849],
  "total_energy_ha": -4166.35661
}

***

No. 2
{
  "formula": "C4H8N2O",
  "method": "ωB97M-V/def2-TZVPD",
  "symbols": ["C", "C", "C", "C", "N", "N", "O", "H", "H", "H", "H", "H", "H", "H", "H"],
  "coordinates": [[-1.374273, -1.604545, 0.358954], [-0.395866, 0.992194, -1.471686], [1.014884, -0.360049, -0.096091], [-0.140991, -1.301318, 1.153379], [-2.139132, -1.998747, -0.415005], [0.641664, 0.889607, -0.483449], [0.429297, -2.493658, 1.487859], [-0.467059, 0.077519, -2.055706], [-1.417329, 1.140949, -1.112339], [-0.094594, 1.693190, -2.133403], [1.060586, -1.137813, -0.805753], [1.880179, -0.306584, 0.639211], [-0.268212, -0.560410, 2.010922], [0.951970, 1.790684, -0.048584], [0.135277, -2.986362, 2.294693]],
  "forces_ev_per_angstrom": [[0.4, 0.1, -0.1], [-0.9, -1.9, 1.1], [0.3, -0.8, 5.4], [-0.6, 2.5, -1.0], [0.3, 0.4, 0.6], [-0.4, 1.2, -0.1], [1.4, -1.6, 0.9], [0.2, -0.3, 0.1], [0.1, 0.3, 0.3], [0.4, 2.7, -2.2], [0.2, -0.5, -1.1], [-0.8, -0.4, -1.3], [-0.1, -1.0, -1.1], [-0.4, -2.0, -0.3], [-0.1, 1.2, -1.0]],
  "nbo_charge": [0.23, -0.41, -0.12, -0.05, -0.36, -0.63, -0.73, 0.21, 0.19, 0.19, 0.20, 0.20, 0.18, 0.40, 0.49],
  "molar_mass_g_mol": 100.12,
  "de_lowest_ev": 3.6778,
  "total_charge": 0,
  "orbital_gap_ha": 0.3326,
  "lumo_energy_ev": 0.746,
  "homo_energy_ev": -8.305,
  "total_energy_ha": -341.86849
}

***

No. 3
{
  "formula": "C7H15NO3",
  "method": "ωB97M-V/def2-TZVPD",
  "symbols": ["C", "N", "C", "C", "C", "C", "C", "O", "O", "C", "O", "H", "H", "H", "H", "H", "H", "H", "H", "H", "H", "H", "H", "H", "H", "H"],
  "coordinates": [[3.231285, -0.292161, -0.121146], [2.359482, 0.659473, 0.666843], [0.903257, 0.636973, 0.168204], [-0.047303, 0.120446, 1.437170], [-1.652213, 0.328363, 1.188335], [-2.054574, 1.076180, -0.213550], [-1.980147, 0.120684, -1.552286], [-1.136962, 0.818243, -2.578912], [0.332389, -1.239477, 1.901084], [-0.047289, -2.271620, 0.924906], [0.559564, -2.540979, -0.233104], [2.654886, -1.068124, -0.780803], [3.834192, -0.931758, 0.683617], [4.035401, 0.227537, -0.806202], [2.759836, 1.622756, 0.454851], [0.755125, 0.000653, -0.802579], [0.640944, 1.784659, -0.028918], [0.245511, 0.846628, 2.338838], [-2.296727, -0.657219, 1.253116], [-2.064920, 1.027441, 2.064377], [-1.484836, 2.112163, -0.377980], [-3.201804, 1.386882, -0.104380], [-1.494953, -0.931224, -1.375099], [-3.038262, -0.002486, -2.054142], [-0.850880, 0.140014, -3.287956], [-0.961001, -2.974048, 1.235715]],
  "forces_ev_per_angstrom": [[1.5, -1.5, 0.4], [-0.3, 0.6, -2.5], [-0.1, 1.0, 0.9], [0.5, 2.0, -0.3], [-0.8, 0.6, 0.1], [-1.1, 0.3, -0.2], [0.3, 0.3, -0.7], [-0.1, -2.1, -0.3], [-1.7, -1.5, -3.3], [2.5, -1.1, -4.2], [-3.6, 2.2, 7.3], [0.8, 1.6, 1.3], [-1.1, 1.2, -1.9], [-1.7, -0.8, 1.3], [-1.0, -1.7, 0.5], [0.2, 1.3, 1.9], [0.1, -2.7, 0.3], [-0.5, -2.0, -1.9], [1.5, 1.8, -0.1], [0.9, -1.6, -1.9], [-1.1, -2.6, 0.2], [2.5, -0.7, -0.1], [-1.1, 1.9, 0.1], [1.9, 0.1, 1.3], [-0.9, 1.5, 1.9], [2.0, 1.7, -0.3]],
  "nbo_charge": [-0.45, -0.65, -0.27, 0.08, -0.45, -0.44, -0.09, -0.75, -0.55, 0.63, -0.57, 0.22, 0.20, 0.19, 0.36, 0.22, 0.21, 0.22, 0.22, 0.23, 0.24, 0.22, 0.18, 0.18, 0.47, 0.16],
  "smiles": "CNC[C@@H](CCCO)OC=O",
  "molar_mass_g_mol": 161.20,
  "de_lowest_ev": 5.2230,
  "total_charge": 0,
  "orbital_gap_ha": 0.3347,
  "lumo_energy_ev": 0.249,
  "homo_energy_ev": -8.859,
  "total_energy_ha": -556.00372
}

***

No. 4
{
  "formula": "C4H6LiMgO2",
  "method": "ωB97M-V/def2-TZVPD",
  "symbols": ["O", "C", "C", "Mg", "Li", "H", "H", "C", "C", "O", "H", "H", "H", "H"],
  "coordinates": [[2.278774, -0.048102, -0.204465], [1.051874, 0.237918, -0.314748], [0.016021, -0.411832, 0.381058], [3.795948, 1.123872, -1.122623], [2.852079, -1.707812, 0.634948], [0.775840, 1.098578, -0.942559], [0.253772, -1.116816, 1.180178], [-1.342150, 0.241218, 0.526995], [-1.434338, -0.598848, -0.645255], [-1.487701, 1.535420, 0.821709], [-2.561938, -0.173819, 0.409251], [-1.532232, -1.685968, -0.601297], [-1.712932, -0.364376, -1.672970], [-0.953011, 1.870563, 1.549784]],
  "forces_ev_per_angstrom": [[2.0, -0.8, 0.1], [-3.2, 0.5, 0.1], [0.5, -0.4, 1.5], [0.0, 0.1, 0.0], [0.0, 0.0, 0.0], [0.0, -0.2, 0.1], [0.3, -0.4, -0.5], [-1.4, -1.1, 0.2], [0.5, 1.0, -2.9], [-0.5, 1.6, -1.9], [1.6, -0.8, 2.5], [-0.5, 0.3, 1.2], [0.8, 0.8, -0.4], [0.0, -0.5, 0.2]],
  "nbo_charge": [-0.96, 0.33, -0.37, 0.99, 0.98, 0.19, 0.24, 0.05, -0.21, -0.65, 0.35, 0.27, 0.28, 0.52],
  "molar_mass_g_mol": 117.34,
  "de_lowest_ev": 3.0269,
  "total_charge": 2,
  "orbital_gap_ha": [0.2690, 0.2624],
  "s_squared": 0.75,
  "multiplicity": 2,
  "lumo_energy_ev": [-7.907, -8.590],
  "homo_energy_ev": [-15.227, -15.731],
  "total_energy_ha": -513.32424
}

***

No. 5
{
  "formula": "C4H6OS",
  "method": "ωB97M-V/def2-TZVPD",
  "symbols": ["C", "C", "C", "C", "O", "S", "H", "H", "H", "H", "H", "H"],
  "coordinates": [[1.605833, 0.188240, -0.010095], [2.157849, 1.354148, 0.017722], [-1.612286, -0.202395, -0.447692], [-0.775667, -1.100742, 0.501597], [-1.194271, 1.073354, -0.472581], [0.903251, -1.267764, -0.261013], [3.168782, 1.550215, 0.250759], [1.577882, 2.146901, -0.203979], [-1.509823, -0.806154, -1.467509], [-2.628339, -0.127458, 0.041146], [-0.579845, -0.757323, 1.432450], [-1.113365, -2.051018, 0.619192]],
  "forces_ev_per_angstrom": [[-1.8, -0.7, -0.6], [1.2, -2.5, 0.6], [0.9, 0.9, -0.7], [1.0, 1.3, -2.2], [1.0, -1.0, -0.1], [0.4, 0.9, -0.2], [1.0, -0.1, 0.6], [-2.0, 2.6, -1.1], [-1.0, 1.1, 1.4], [0.3, -1.1, -0.6], [0.2, 1.7, 2.9], [-1.1, -3.1, 0.0]],
  "nbo_charge": [-0.01, -0.45, -0.07, -0.47, -0.75, 0.48, 0.24, 0.27, 0.11, 0.21, 0.21, 0.21],
  "molar_mass_g_mol": 102.16,
  "de_lowest_ev": 5.8878,
  "total_charge": 0,
  "orbital_gap_ha": [0.2288, 0.2296],
  "lumo_energy_ev": [-1.544, -1.537],
  "homo_energy_ev": [-7.770, -7.786],
  "total_energy_ha": -629.23080
}